No. 1
C3H3F2O2 | the ωB97M-V functional and the def2-TZVPD basis

Cartesian coordinates (Å):
F: 0.21 2.44 0.18
F: 1.66 1.41 -1.12
O: 1.63 0.38 2.24
O: 2.77 2.06 1.36
C: 0.03 0.07 -0.23
C: 1.90 1.21 1.38
C: 0.91 1.24 0.08
H: 0.46 -0.89 0.00
H: -0.91 0.06 0.48
H: -0.16 0.04 -1.29

Calculated values
energy	-12691.315	eV
net charge	-1
maximum force	2.99	eV Å⁻¹
energy above the lowest of the compared OMol25 structures with the same formula, charge and spin	0.0	kJ/mol
multiplicity	1

---

No. 2
C3H3F3NO2S | the ωB97M-V functional and the def2-TZVPD basis

Cartesian coordinates (Å):
S: 0.96 1.17 -0.42
F: -3.15 -0.74 0.50
F: -2.17 -0.24 -1.37
F: -2.76 1.29 0.14
O: 2.04 -0.73 -3.42
O: 1.80 1.54 -3.17
N: 0.39 0.59 0.95
C: 0.72 0.09 -1.68
C: -2.26 0.04 -0.05
C: 1.53 0.29 -2.92
H: 0.74 1.21 1.63
H: -1.32 -0.06 0.53
H: 0.23 -0.86 -1.35

Calculated values
energy	-27732.454	eV
net charge	-1
maximum force	3.23	eV Å⁻¹
energy above the lowest of the compared OMol25 structures with the same formula, charge and spin	0.0	kJ/mol
multiplicity	1

---

No. 3
C3H3F3O | the ωB97M-V functional and the def2-TZVPD basis

Cartesian coordinates (Å):
F: 1.95 -0.60 1.44
F: 0.62 0.83 2.34
F: 2.86 2.97 1.13
O: 1.96 2.46 -0.80
C: 2.12 2.25 0.34
C: 0.99 0.31 1.22
C: 0.01 0.13 0.16
H: 0.22 0.54 -0.81
H: -0.32 -0.86 0.08
H: -0.89 0.67 0.29

Calculated values
energy	-13356.680	eV
net charge	0
maximum force	4.72	eV Å⁻¹
energy above the lowest of the compared OMol25 structures with the same formula, charge and spin	267.2	kJ/mol
multiplicity	1